Density functional theory data (ωB97M-V/def2-TZVPD) for a structure of composition C25H25BrN4O4 in a non-equilibrium geometry.

ORCA input file:
```
! wB97M-V def2-TZVPD RIJCOSX def2/J DEFGRID3
* xyz 0 1
Br 8.15731 -1.47278 0.77577
O 3.51904 -1.09251 0.59517
O 2.31287 3.57031 -0.56818
O 0.04873 -3.04330 -1.10999
O -1.44334 -2.77453 -2.49701
N -0.83160 -2.47511 -1.61372
N 2.05874 -1.94893 2.06272
N -3.23649 -1.22612 -0.96093
N 2.50948 1.44754 -0.41079
C -2.09685 0.68920 -0.27047
C -2.04076 -0.51726 -0.74319
C 0.13817 -0.78748 -0.22582
C -6.94475 0.31418 2.25770
C 6.60073 1.08202 0.60270
C 2.89937 2.52371 -1.07453
C -5.60177 -0.16063 2.38106
C 6.16635 -0.64555 -1.08429
C -4.68610 -0.49625 -1.18301
C 5.83489 1.97028 -0.11404
C 5.08903 1.41343 -1.21789
C -6.67933 0.45431 -0.26412
C 0.17958 0.52733 0.18069
C -7.36824 0.50641 0.97172
C -5.06676 -0.32406 1.22562
C 1.52929 1.09168 0.49607
C 6.83524 -0.28969 -0.16433
C 5.42254 0.29500 -1.87100
C -5.47821 -0.29978 0.03805
C 4.14337 2.23471 -1.83614
C -0.95411 1.12912 0.00961
C -3.53360 -2.63976 -0.76692
C 2.07747 0.50903 1.70115
C -0.97317 -1.24026 -0.95818
C 2.68353 -0.78839 1.45781
H 3.06747 0.64119 -0.63668
H 7.26296 1.45916 1.08593
H 4.55626 3.35526 -1.97289
H 3.66464 1.98255 -2.73436
H -2.93856 -3.06920 -0.10932
H 1.36351 -1.58836 2.73361
H -5.07532 -1.09152 -1.81158
H -3.90423 -0.87070 1.55009
H 4.80783 0.02975 -2.71374
H 6.34290 -1.87288 -1.59642
H -4.27594 0.58143 -1.49721
H 1.03794 -1.12247 -0.61956
H 1.33665 0.49462 2.62589
H -7.20787 0.60655 -1.11021
H 5.63352 2.89749 0.40806
H -7.62246 0.69147 3.01843
H -8.46398 1.10662 0.73792
H -3.45152 -3.04287 -1.80025
H 2.41476 -2.80233 1.62106
H -3.20611 1.35635 0.08446
H -0.91688 2.24483 0.68892
H 1.15980 2.43445 0.99451
H 2.94511 1.14708 2.46765
H -4.60695 -2.88758 -0.52577
H -5.19422 -0.21675 3.29012
*
```

## Properties
E = -4060.89963 a.u.
Kohn-Sham gap = 8.263 eV
Energy above the lowest of the compared OMol25 structures with the same formula, charge and spin = 19.9319 eV
LUMO level = 0.092 eV

=====

Density functional theory data (ωB97M-V/def2-TZVPD) for a structure of composition C46H47AsN4PS4SiTa.

ORCA input file:
```
! wB97M-V def2-TZVPD RIJCOSX def2/J DEFGRID3
* xyz 0 1
Ta 0.19283 0.13577 0.00390
As 3.78303 -4.21151 0.55547
S 2.06336 -2.05521 -1.67007
S 4.36744 -2.47126 1.60389
S 1.42128 -1.71337 0.18921
S 1.84891 -4.79684 1.09967
P -0.39390 -0.43216 -2.69273
Si -2.35134 -0.86767 0.25542
N 0.25997 1.72909 1.31264
N -0.85236 2.06140 -1.27325
N 0.15212 -0.64956 2.35388
N 2.26096 1.42598 -0.41916
C 3.38727 1.00050 0.45348
C -0.42364 -1.98829 2.67168
C -0.46042 0.41034 3.14660
C -1.41181 1.30326 5.14975
C -4.02397 -1.00386 2.59535
C 1.65540 1.41929 -5.71759
C 0.78847 1.14967 -4.66901
C -2.58507 0.65613 -4.22936
C -1.88555 -3.76359 -4.54426
C -4.11594 -1.81698 -1.83362
C -1.50372 -4.34391 -2.24619
C 2.44877 0.40746 -6.23488
C 2.47039 3.90131 -0.66855
C 0.20630 4.19820 0.89866
C -4.38719 0.48347 -1.28602
C -4.80172 -0.50012 3.62846
C -1.92349 -4.69688 -3.51910
C -3.41230 1.20935 1.97084
C -1.07056 0.20841 4.36894
C -3.31135 -0.16264 1.74215
C -4.88598 0.86895 3.83295
C -3.53427 2.80555 -3.73533
C 2.35876 -0.87388 -5.71072
C -3.49038 1.65712 -4.51860
C -1.06911 -3.05338 -1.99340
C -0.22172 1.69478 2.64725
C 1.56211 -0.70428 2.92478
C -1.42921 -2.47962 -4.29358
C 0.71685 -0.12727 -4.11253
C -2.67633 2.93816 -2.66351
C -1.78338 1.91060 -2.37325
C 1.87117 2.78917 -0.09669
C 1.94524 5.16595 -0.45102
C 2.71413 1.34063 -1.82888
C -5.79330 -0.51401 -2.95782
C -1.71580 0.76326 -3.13795
C 0.79404 5.30409 0.30482
C 1.49858 -1.14336 -4.65885
C -5.14128 -1.72088 -2.76478
C -1.08118 2.57181 4.72210
C -4.18685 1.72809 2.99647
C 0.78462 2.93024 0.77750
C -0.48938 2.77991 3.48282
C -3.69534 -0.71355 -1.08949
C -1.04032 -2.10394 -3.00740
C -5.42232 0.58919 -2.20179
H -1.49176 -5.07210 -1.44591
H -1.90888 1.15274 6.09837
H -5.43617 -2.59709 -3.32905
H -2.85876 1.90969 1.34848
H 1.42179 -2.15114 -4.27667
H -5.94400 1.53124 -2.31970
H 3.32824 3.77662 -1.31378
H 1.98139 1.81375 -2.47855
H -2.31711 -2.33501 0.49660
H -0.72634 4.31770 1.42615
H 2.16365 -1.48380 2.45586
H 0.16523 1.94963 -4.28745
H -3.63778 -2.77668 -1.68359
H -0.72542 -2.80463 -1.00064
H 3.12688 0.61160 -7.05327
H 2.02916 0.26713 2.80131
H -4.23279 2.79901 3.15150
H -2.69821 3.82865 -2.04565
H 4.29046 1.53303 0.14254
H 0.33481 6.27681 0.42334
H 2.40734 6.03110 -0.90638
H -4.24261 3.59153 -3.96368
H 1.46724 -0.91737 3.98938
H -1.29642 3.42788 5.34893
H -0.17862 -2.24989 3.70111
H -0.12259 2.71587 -1.55098
H 2.82201 0.29144 -2.09454
H -3.98542 -2.07902 2.44810
H 2.96076 -1.67342 -6.12208
H -4.14846 1.35224 -0.68028
H -2.18666 -4.04025 -5.54634
H -4.16244 1.54658 -5.35918
H 1.70281 2.41787 -6.13265
H -2.55034 -0.22260 -4.85470
H -1.31818 2.53062 -0.50166
H -6.59749 -0.43653 -3.67930
H -1.33754 -1.78449 -5.11708
H -2.25613 -5.70700 -3.72127
H 3.55426 -0.07370 0.37000
H -1.27892 -0.78999 4.72210
H -0.23623 3.78415 3.20341
H 3.67378 1.84584 -1.95988
H -1.50314 -1.97499 2.55748
H -5.34736 -1.17878 4.27233
H 3.16540 1.26684 1.48226
H 0.02946 -2.74200 2.02952
H -5.48844 1.26560 4.64038
*
```

## Properties
E = -6516.54651 a.u.
Kohn-Sham gap = 5.281 eV
Energy above the lowest of the compared OMol25 structures with the same formula, charge and spin = 1.4724 eV
LUMO level = -1.094 eV

=====

Q: Which formula does entry 1 have?
A: C25H25BrN4O4